The following is a DFT calculation (ωB97M-V/def2-TZVPD) of one molecule with the formula C2.

## Properties
* energy above the lowest of the compared OMol25 structures with the same formula, charge and spin: 39.12 kcal/mol
* total energy: -75.8152 hartree
* orbital gap: 6.66 eV

CARTESIAN COORDINATES (ANGSTROEM)
C -0.272 -0.785 0.175
C 0.272 0.785 -0.175